Entry 1:
Entry from the Open Molecules 2025 dataset: a 12-piece molecular cluster, C33H59NO25S4 overall at a distorted geometry (the ωB97M-V functional and the def2-TZVPD basis).

Results
* maximum force: 2.4 eV Å⁻¹
* multiplicity: 1
* energy above the lowest of the compared OMol25 structures with the same formula, charge and spin: 27.2 kcal per mole
* HOMO level: -0.3437 Eh
* E: -131193.21724 eV

Last columns: bonded neighbours and bond lengths (Å).
Cartesian coordinates (Å):
1 C -13.8237 -15.7130 24.0616  C2 1.522, O6 1.448, H7 1.089, H8 1.089
2 C -13.8077 -16.9162 23.1292  C1 1.522, O3 1.415, H9 1.090, H10 1.088
3 O -15.1683 -17.2476 22.9263  C2 1.415, C4 1.314
4 C -15.9321 -16.5987 23.7764  O3 1.314, O5 1.198, O6 1.360
5 O -17.1239 -16.6918 23.8615  C4 1.198
6 O -15.2153 -15.6646 24.4580  C1 1.448, C4 1.360
7 H -13.5867 -14.7564 23.5981  C1 1.089
8 H -13.1825 -15.9084 24.9205  C1 1.089
9 H -13.2191 -17.6935 23.6164  C2 1.090
10 H -13.3289 -16.6767 22.1825  C2 1.088
11 C -8.0222 -21.2474 23.6952  C12 1.517, O16 1.419, H17 1.092, H18 1.087
12 C -9.4156 -21.4514 23.1306  C11 1.517, O13 1.419, H19 1.093, H20 1.085
13 O -9.1303 -21.6288 21.7518  C12 1.419, C14 1.322
14 C -7.9959 -21.0228 21.4471  O13 1.322, O15 1.192, O16 1.360
15 O -7.6431 -20.7741 20.3365  C14 1.192
16 O -7.4003 -20.6017 22.5950  C11 1.419, C14 1.360
17 H -7.5785 -22.1906 24.0210  C11 1.092
18 H -8.0571 -20.5360 24.5164  C11 1.087
19 H -10.0673 -20.5916 23.3076  C12 1.093
20 H -9.8834 -22.3253 23.5717  C12 1.085
21 C -9.2122 -17.7868 20.7359  C22 1.548, O26 1.407, H27 1.087, H28 1.099
22 C -10.4569 -18.5648 20.2429  C21 1.548, O23 1.426, H29 1.087, H30 1.091
23 O -11.5260 -17.7240 20.6711  C22 1.426, C24 1.343
24 C -11.0607 -16.4865 20.9046  O23 1.343, O25 1.190, O26 1.336
25 O -11.7283 -15.5299 21.1387  C24 1.190
26 O -9.7247 -16.4847 20.8797  C21 1.407, C24 1.336
27 H -8.3018 -17.9394 20.1619  C21 1.087
28 H -8.9650 -18.1603 21.7391  C21 1.099
29 H -10.5896 -19.5480 20.6863  C22 1.087
30 H -10.4736 -18.6763 19.1574  C22 1.091
31 C -13.3770 -14.3202 28.4165  C32 1.521, O36 1.428, H37 1.093, H38 1.087
32 C -14.2510 -15.3182 27.6724  C31 1.521, O33 1.436, H39 1.091, H40 1.093
33 O -13.3468 -16.4259 27.5368  C32 1.436, C34 1.353
34 C -12.3718 -16.3290 28.4695  O33 1.353, O35 1.199, O36 1.329
35 O -11.6533 -17.2612 28.6976  C34 1.199
36 O -12.3704 -15.1251 29.0323  C31 1.428, C34 1.329
37 H -13.9590 -13.9121 29.2470  C31 1.093
38 H -12.9589 -13.5020 27.8349  C31 1.087
39 H -14.6178 -14.9797 26.7025  C32 1.091
40 H -15.1818 -15.6357 28.1499  C32 1.093
41 C -5.7390 -17.6703 27.7441  C42 1.507, O46 1.429, H47 1.092, H48 1.089
42 C -6.6101 -17.9883 28.9313  C41 1.507, O43 1.435, H49 1.088, H50 1.092
43 O -7.6310 -16.9823 28.8571  C42 1.435, C44 1.357
44 C -7.0858 -15.9103 28.2285  O43 1.357, O45 1.188, O46 1.359
45 O -7.5919 -14.8453 28.0863  C44 1.188
46 O -5.8746 -16.2481 27.7130  C41 1.429, C44 1.359
47 H -6.1088 -18.1141 26.8170  C41 1.092
48 H -4.7406 -18.0977 27.8296  C41 1.089
49 H -6.1680 -17.9134 29.9224  C42 1.088
50 H -7.0591 -18.9672 28.7536  C42 1.092
51 C -9.4653 -13.2693 22.0528  C52 1.531, O56 1.432, H57 1.090, H58 1.084
52 C -8.7970 -11.9040 22.2377  C51 1.531, O53 1.424, H59 1.093, H60 1.085
53 O -9.2222 -11.5197 23.5417  C52 1.424, C54 1.337
54 C -10.3582 -12.1630 23.8321  O53 1.337, O55 1.192, O56 1.344
55 O -11.0728 -11.9241 24.7555  C54 1.192
56 O -10.5612 -13.1741 22.9699  C51 1.432, C54 1.344
57 H -8.8006 -14.0441 22.4350  C51 1.090
58 H -9.7785 -13.4101 21.0246  C51 1.084
59 H -9.2172 -11.2104 21.5055  C52 1.093
60 H -7.7159 -11.9680 22.1678  C52 1.085
61 C -10.3458 -19.9064 30.2359  C62 1.549, O66 1.422, H67 1.091, H68 1.093
62 C -11.6194 -20.3439 31.0008  C61 1.549, O63 1.403, H69 1.091, H70 1.089
63 O -11.7920 -19.2378 31.8456  C62 1.403, C64 1.370
64 C -10.6731 -18.4487 31.8996  O63 1.370, O65 1.185, O66 1.339
65 O -10.6120 -17.4576 32.5458  C64 1.185
66 O -9.7215 -19.0008 31.1369  C61 1.422, C64 1.339
67 H -10.4858 -19.3979 29.2812  C61 1.091
68 H -9.6859 -20.7559 30.0415  C61 1.093
69 H -11.3919 -21.2642 31.5402  C62 1.091
70 H -12.4061 -20.4229 30.2526  C62 1.089
71 C -13.8145 -19.6399 26.1379  C72 1.517, H76 1.089, H77 1.095, H78 1.093
72 C -14.1460 -21.0864 25.8236  C71 1.517, C73 1.519, H79 1.092, H80 1.096
73 C -15.5913 -21.5170 26.0018  C72 1.519, C74 1.465, H81 1.095, H82 1.089
74 C -16.5268 -20.9665 25.0176  C73 1.465, N75 1.148
75 N -17.2709 -20.5571 24.2449  C74 1.148
76 H -13.4792 -19.4399 27.1543  C71 1.089
77 H -14.6702 -19.0044 25.8877  C71 1.095
78 H -13.0358 -19.3178 25.4416  C71 1.093
79 H -13.4866 -21.7511 26.3859  C72 1.092
80 H -13.8615 -21.2670 24.7807  C72 1.096
81 H -15.9473 -21.0776 26.9394  C73 1.095
82 H -15.5822 -22.6032 25.9231  C73 1.089
83 C -4.8030 -14.3856 25.2185  S84 1.822, H87 1.085, H88 1.090, H89 1.089
84 S -5.4788 -13.1233 24.0915  C83 1.822, O85 1.521, C86 1.821
85 O -6.3985 -13.8712 23.1378  S84 1.521
86 C -6.5860 -12.2782 25.2650  S84 1.821, H90 1.084, H91 1.090, H92 1.092
87 H -5.5137 -15.1627 25.4812  C83 1.085
88 H -4.4414 -13.8689 26.1073  C83 1.090
89 H -3.9471 -14.7763 24.6709  C83 1.089
90 H -7.0614 -11.4532 24.7478  C86 1.084
91 H -6.0815 -11.9815 26.1850  C86 1.090
92 H -7.2969 -13.0337 25.6074  C86 1.092
93 C -8.6859 -16.5921 24.7904  S94 1.821, H97 1.091, H98 1.091, H99 1.093
94 S -10.3488 -17.2211 25.1833  C93 1.821, O95 1.518, C96 1.785
95 O -10.8336 -17.9190 23.9260  S94 1.518
96 C -9.7822 -18.5293 26.2576  S94 1.785, H100 1.095, H101 1.091, H102 1.090
97 H -8.7646 -15.8971 23.9535  C93 1.091
98 H -7.9173 -17.3184 24.5229  C93 1.091
99 H -8.3200 -16.0522 25.6676  C93 1.093
100 H -9.3001 -18.1661 27.1709  C96 1.095
101 H -9.0505 -19.1781 25.7748  C96 1.091
102 H -10.5802 -19.1785 26.6168  C96 1.090
103 C -3.8555 -18.6514 22.1940  S104 1.823, H107 1.088, H108 1.091, H109 1.088
104 S -5.2673 -18.4022 23.3196  C103 1.823, O105 1.508, C106 1.829
105 O -4.7404 -18.0201 24.6797  S104 1.508
106 C -5.7574 -16.8471 22.4900  S104 1.829, H110 1.088, H111 1.092, H112 1.090
107 H -3.0927 -17.9019 22.3947  C103 1.088
108 H -4.1691 -18.5407 21.1554  C103 1.091
109 H -3.5313 -19.6825 22.3196  C103 1.088
110 H -4.8930 -16.2090 22.3158  C106 1.088
111 H -6.4068 -16.2127 23.0966  C106 1.092
112 H -6.3595 -17.0963 21.6162  C106 1.090
113 C -9.0111 -23.3427 28.0027  S114 1.820, H117 1.091, H118 1.087, H119 1.089
114 S -10.4407 -23.0491 26.9147  C113 1.820, O115 1.501, C116 1.840
115 O -10.1956 -21.7232 26.2543  S114 1.501
116 C -10.0669 -24.2733 25.5929  S114 1.840, H120 1.090, H121 1.091, H122 1.085
117 H -8.1862 -23.7303 27.4023  C113 1.091
118 H -9.2697 -24.0142 28.8175  C113 1.087
119 H -8.6557 -22.3808 28.3684  C113 1.089
120 H -10.2625 -25.3081 25.8757  C116 1.090
121 H -8.9862 -24.2058 25.4563  C116 1.091
122 H -10.6136 -24.0199 24.6911  C116 1.085

Mulliken atomic charge list, values in e, 6 entries: number 1, C, carries 0.491; number 2, C, carries 0.595; number 3, O, carries -0.384; number 4, C, carries 0.562; number 5, O, carries -0.583; number 6, O, carries -0.401

***

Entry 2:
Entry from the Open Molecules 2025 dataset: a 2-piece molecular cluster, C33H60B2F2N5O10P2 overall at a distorted geometry (the ωB97M-V functional and the def2-TZVPD basis).

Results
* charge: -1
* maximum force: 6.7 eV Å⁻¹
* multiplicity: 1
* HOMO level: -0.0517 Eh
* E: -88470.84465 eV

Last columns: bonded neighbours and bond lengths (Å).
Cartesian coordinates (Å):
1 C -4.3992 -1.2227 -0.1881  C2 1.570, H44 1.139, H45 1.159, H46 1.164
2 C -4.6804 0.2853 -0.5234  C1 1.570, C3 1.591, H47 1.164, H48 1.162
3 C -4.0477 1.0120 -1.7893  C2 1.591, F4 1.483, C5 1.568, H49 1.163
4 F -4.3234 2.4285 -1.4473  C3 1.483
5 C -2.5925 0.6975 -2.2816  C3 1.568, O6 1.444, O9 1.471, C21 1.664
6 O -1.7564 1.7456 -2.8174  C5 1.444, N7 1.332
7 N -2.3405 2.7824 -3.4161  O6 1.332, O8 1.205
8 O -1.5558 3.6966 -3.4225  N7 1.205
9 O -1.7883 0.1923 -1.1584  C5 1.471, C10 1.449
10 C -1.5150 1.2249 -0.1789  O9 1.449, B11 1.656, P16 1.934, H50 1.144
11 B 0.0812 1.6529 -0.0724  C10 1.656, O12 1.469, N13 1.516
12 O 1.1128 1.0589 -0.9329  B11 1.469, H51 0.990
13 N 0.5757 2.7182 0.8864  B11 1.516, C14 1.526, C15 1.506
14 C 2.0685 2.9150 0.6374  N13 1.526, H52 1.162, H53 1.161, H54 1.144
15 C -0.0171 4.0612 0.5505  N13 1.506, H55 1.144, H56 1.151, H57 1.161
16 P -1.8943 0.4219 1.5396  C10 1.934, C17 1.880, C19 1.891
17 C -0.3350 -0.1305 2.4322  P16 1.880, C18 1.639, H58 1.160, H59 1.164
18 C 0.4356 -1.3877 1.7176  C17 1.639, H60 1.149, H61 1.143, H62 1.162
19 C -2.9207 1.5622 2.6454  P16 1.891, C20 1.609, H63 1.162, H64 1.160
20 C -2.7278 3.1412 2.4050  C19 1.609, H65 1.143, H66 1.142, H67 1.163
21 C -2.4300 -0.5389 -3.3834  C5 1.664, C22 1.588, O30 1.411, P42 1.946
22 C -3.5759 -1.6364 -3.3138  C21 1.588, O23 1.479, H68 1.143, H69 1.163
23 O -3.5615 -2.3947 -4.5834  C22 1.479, C24 1.419
24 C -4.4856 -3.4719 -4.5587  O23 1.419, C25 1.550, C29 1.588
25 C -5.5942 -3.7472 -3.5115  C24 1.550, C26 1.587, H70 1.144
26 C -6.5429 -5.0185 -3.5670  C25 1.587, C27 1.558, H71 1.150
27 C -6.3781 -6.0239 -4.7455  C26 1.558, C28 1.575, H72 1.140
28 C -5.2935 -5.7510 -5.8538  C27 1.575, C29 1.555, H73 1.142
29 C -4.3598 -4.5123 -5.7516  C24 1.588, C28 1.555, H74 1.156
30 O -1.0666 -0.8848 -3.2676  C21 1.411, C31 1.419
31 C -0.5786 -2.2171 -3.2830  O30 1.419, C32 1.670, O36 1.436, B39 1.620
32 C 0.9640 -1.9966 -2.6829  C31 1.670, C33 1.615, H75 1.147, H76 1.144
33 C 1.6564 -3.4077 -2.3107  C32 1.615, C34 1.630, F35 1.469, H77 1.145
34 C 1.5928 -3.7012 -0.7086  C33 1.630, H78 1.148, H79 1.145, H80 1.153
35 F 3.0584 -3.3996 -2.7487  C33 1.469
36 O -1.0831 -3.1817 -2.3461  C31 1.436, C37 1.384
37 C -1.6898 -4.3278 -2.8296  O36 1.384, N38 1.218
38 N -2.1306 -5.3348 -3.3543  C37 1.218
39 B -0.2231 -2.6535 -4.8026  C31 1.620, O40 1.474, O41 1.429
40 O 0.2117 -1.5356 -5.6589  B39 1.474, H81 0.996
41 O -0.1590 -3.9308 -5.4397  B39 1.429, H82 0.994
42 P -2.5984 0.1177 -5.2080  C21 1.946, N43 1.600, H83 1.439, H84 1.455
43 N -4.0763 0.5985 -5.5873  P42 1.600, H85 1.029
44 H -3.3814 -1.6676 -0.4405  C1 1.139
45 H -4.5865 -1.4010 0.9416  C1 1.159
46 H -5.1883 -1.8877 -0.7256  C1 1.164
47 H -5.8322 0.4140 -0.6277  C2 1.164
48 H -4.4270 0.9253 0.4130  C2 1.162
49 H -4.7866 0.8377 -2.6704  C3 1.163
50 H -2.0866 2.2076 -0.3095  C10 1.144
51 H 1.0153 1.4940 -1.8168  O12 0.990
52 H 2.4022 3.7751 1.3443  C14 1.162
53 H 2.2752 3.3174 -0.4316  C14 1.161
54 H 2.6884 1.9912 0.9026  C14 1.144
55 H -1.1303 4.0335 0.2902  C15 1.144
56 H 0.5348 4.6066 -0.3003  C15 1.151
57 H 0.1168 4.7319 1.4891  C15 1.161
58 H 0.4013 0.7174 2.7234  C17 1.160
59 H -0.6824 -0.5626 3.4557  C17 1.164
60 H 0.4763 -2.2870 2.4309  C18 1.149
61 H 0.0252 -1.6271 0.6783  C18 1.143
62 H 1.5359 -1.0283 1.6135  C18 1.162
63 H -2.6234 1.3161 3.7414  C19 1.162
64 H -4.0223 1.2093 2.5537  C19 1.160
65 H -1.6645 3.4190 2.7195  C20 1.143
66 H -2.9902 3.3892 1.3212  C20 1.142
67 H -3.4305 3.6738 3.1627  C20 1.163
68 H -3.5144 -2.3901 -2.4569  C22 1.143
69 H -4.6548 -1.2061 -3.2664  C22 1.163
70 H -5.7487 -3.0281 -2.6347  C25 1.144
71 H -7.3220 -5.1790 -2.7368  C26 1.150
72 H -7.0640 -6.9340 -4.7609  C27 1.140
73 H -5.2283 -6.4903 -6.7214  C28 1.142
74 H -3.5768 -4.3499 -6.5862  C29 1.156
75 H 0.7892 -1.4437 -1.6936  C32 1.147
76 H 1.6079 -1.4256 -3.4361  C32 1.144
77 H 1.1709 -4.3197 -2.8036  C33 1.145
78 H 2.1185 -4.6882 -0.4481  C34 1.148
79 H 0.5197 -3.7378 -0.3111  C34 1.145
80 H 2.1529 -2.8375 -0.1890  C34 1.153
81 H 0.9925 -1.9344 -6.1306  O40 0.996
82 H -0.9773 -4.1065 -5.9756  O41 0.994
83 H -2.2208 -0.8820 -6.1711  P42 1.439
84 H -1.5947 1.1636 -5.3356  P42 1.455
85 H -4.6954 0.4396 -4.7811  N43 1.029
86 C 6.2684 4.2586 4.4135  C87 1.543, H97 1.093, H98 1.098, H99 1.093
87 C 6.3208 2.7282 4.2237  C86 1.543, C88 1.546, N92 1.473, C96 1.546
88 C 6.7813 2.0578 5.5388  C87 1.546, C89 1.525, H100 1.096, H101 1.099
89 C 5.7617 2.0824 6.6726  C88 1.525, C90 1.526, H102 1.096, H103 1.096
90 C 4.3144 2.1216 6.1905  C89 1.526, C91 1.546, H104 1.097, H105 1.097
91 C 4.0928 1.5853 4.7576  C90 1.546, N92 1.465, C94 1.545, C95 1.543
92 N 4.9503 2.3450 3.8444  C87 1.473, C91 1.465, O93 1.392
93 O 4.8117 1.9570 2.5153  N92 1.392
94 C 2.6159 1.8759 4.4099  C91 1.545, H106 1.095, H107 1.097, H108 1.094
95 C 4.2979 0.0561 4.7372  C91 1.543, H109 1.098, H110 1.093, H111 1.094
96 C 7.4296 2.4309 3.1881  C87 1.546, H112 1.097, H113 1.093, H114 1.094
97 H 5.9822 4.7599 3.4848  C86 1.093
98 H 7.2460 4.6588 4.7149  C86 1.098
99 H 5.5458 4.5516 5.1793  C86 1.093
100 H 7.0437 1.0130 5.3382  C88 1.096
101 H 7.7122 2.5208 5.8949  C88 1.099
102 H 5.9189 1.2010 7.3053  C89 1.096
103 H 5.9443 2.9482 7.3186  C89 1.096
104 H 3.6848 1.5796 6.9070  C90 1.097
105 H 3.9705 3.1618 6.2374  C90 1.097
106 H 2.4281 2.9538 4.3651  C94 1.095
107 H 1.9441 1.4559 5.1692  C94 1.097
108 H 2.3275 1.4426 3.4471  C94 1.094
109 H 3.6123 -0.4330 5.4415  C95 1.098
110 H 5.3112 -0.2433 5.0173  C95 1.093
111 H 4.0918 -0.3663 3.7497  C95 1.094
112 H 8.3993 2.8025 3.5425  C96 1.097
113 H 7.2396 2.9191 2.2291  C96 1.093
114 H 7.5369 1.3559 3.0134  C96 1.094

Mulliken atomic charge list, values in e, 6 entries: number 1, C, carries -0.466; number 2, C, carries -0.839; number 3, C, carries 0.448; number 4, F, carries -0.448; number 5, C, carries 0.201; number 6, O, carries -0.110